Density functional theory data (the ωB97M-V functional and the def2-TZVPD basis) for a molecular structure, C31H32Cl2FN2O12Pr in a non-equilibrium geometry.

CARTESIAN COORDINATES (ANGSTROEM)
Pr  0.143  -0.348  0.270
O  -2.832  3.135  -2.138
C  -2.178  2.238  -1.365
O  -1.083  1.826  -1.604
C  -3.017  1.781  -0.195
O  -2.250  1.235  0.849
C  -1.601  2.256  1.645
C  -0.400  2.839  0.881
O  -0.486  4.011  0.491
O  0.545  1.992  0.699
H  -2.204  3.368  -2.833
H  -3.675  0.997  -0.566
H  -3.624  2.610  0.156
H  -1.248  1.749  2.536
H  -2.321  3.033  1.894
Cl  7.090  2.836  -1.019
C  5.668  1.904  -0.543
C  5.667  1.220  0.688
C  4.578  0.487  1.077
C  3.412  0.378  0.256
O  2.428  -0.341  0.622
C  3.440  1.101  -0.972
C  2.300  1.104  -1.855
O  1.255  0.496  -1.693
C  4.568  1.850  -1.349
H  6.540  1.287  1.327
H  4.552  -0.033  2.030
H  2.407  1.728  -2.755
H  4.554  2.384  -2.294
C  1.360  -3.265  1.843
C  0.302  -4.376  1.846
C  0.111  -4.999  0.456
C  -0.990  -3.954  2.550
C  -1.230  -4.564  3.782
C  -2.396  -4.344  4.497
C  -3.337  -3.482  3.964
C  -3.130  -2.798  2.761
C  -4.249  -1.788  2.436
C  -4.628  -1.518  0.981
C  -3.960  -0.455  3.146
C  -1.928  -3.018  2.031
N  -1.660  -2.313  0.836
C  -2.265  -2.742  -0.289
C  -2.989  -3.950  -0.472
C  -3.553  -4.301  -1.691
C  -3.448  -3.476  -2.808
C  -2.766  -2.266  -2.663
C  -2.234  -1.949  -1.448
F  -1.652  -0.704  -1.307
H  2.225  -3.545  1.236
H  1.690  -3.012  2.851
H  0.969  -2.362  1.423
H  0.703  -5.176  2.468
H  -0.066  -4.247  -0.304
H  -0.723  -5.709  0.450
H  1.024  -5.540  0.176
H  -0.486  -5.254  4.171
H  -2.571  -4.839  5.445
H  -4.260  -3.300  4.508
H  -5.140  -2.210  2.903
H  -3.874  -0.902  0.489
H  -5.582  -0.974  0.965
H  -4.748  -2.434  0.401
H  -2.981  -0.081  2.845
H  -3.966  -0.579  4.235
H  -4.718  0.299  2.884
H  -3.088  -4.611  0.383
H  -4.083  -5.246  -1.773
H  -3.867  -3.763  -3.765
H  -2.628  -1.574  -3.488
Cl  -0.545  0.301  6.085
C  -0.481  -1.044  4.872
C  0.357  -0.654  3.660
O  1.576  -0.647  3.800
O  -0.331  -0.386  2.593
H  -1.496  -1.268  4.589
H  -0.029  -1.898  5.359
O  2.299  -2.513  -2.624
N  1.144  -2.156  -2.337
O  0.316  -1.804  -3.191
O  0.793  -2.145  -1.067

Computed properties:
Max |F| ... 2.1 eV Å⁻¹
Total energy ... -102052.60665 eV
Spin multiplicity ... 3
Charge ... -2
HOMO (spin up / spin down) ... -2.0656 / -2.0696 eV

***

Density functional theory data (the ωB97M-V functional and the def2-TZVPD basis) for a molecular structure, C31H32Cl2N4O5S3SeTc in a non-equilibrium geometry.

CARTESIAN COORDINATES (ANGSTROEM)
Tc  1.571  -1.296  0.650
Cl  5.114  -2.879  3.263
C  4.771  -3.445  1.617
Cl  6.246  -3.387  0.673
C  3.651  -2.588  1.125
O  3.801  -1.407  0.738
O  2.469  -3.075  1.133
H  4.449  -4.489  1.722
Se  -0.702  -2.152  0.477
C  -0.329  -4.031  0.433
C  0.408  -4.645  -0.597
C  0.639  -6.019  -0.529
N  0.138  -6.779  0.430
C  -0.519  -6.177  1.414
C  -0.817  -4.814  1.438
H  0.883  -4.053  -1.379
H  1.243  -6.509  -1.283
H  -0.825  -6.780  2.256
H  -1.309  -4.449  2.332
C  2.912  0.853  -5.044
C  2.284  1.981  -4.237
C  1.848  1.562  -2.846
N  0.741  0.614  -2.889
C  0.723  -0.669  -2.562
S  2.113  -1.457  -1.952
N  -0.454  -1.363  -2.756
C  -1.690  -0.920  -3.267
O  -2.716  -1.382  -2.865
C  -1.612  0.047  -4.392
C  -2.374  1.219  -4.344
C  -2.226  2.139  -5.380
C  -1.340  1.903  -6.438
C  -0.606  0.738  -6.428
C  -0.719  -0.194  -5.408
H  3.264  1.187  -5.974
H  2.183  0.058  -5.275
H  3.684  0.345  -4.486
H  1.448  2.371  -4.834
H  3.003  2.774  -4.105
H  1.567  2.431  -2.259
H  2.682  1.066  -2.309
H  -0.091  1.000  -3.272
H  -0.517  -2.200  -2.189
H  -3.002  1.394  -3.463
H  -2.780  3.073  -5.346
H  -1.248  2.662  -7.218
H  -0.036  0.457  -7.317
H  -0.078  -1.136  -5.387
C  -4.025  0.201  -0.573
S  -2.568  1.215  -0.804
C  -2.165  1.594  0.923
H  -4.813  0.701  0.006
H  -3.772  -0.764  -0.088
H  -4.473  -0.063  -1.543
H  -1.654  0.780  1.439
H  -3.008  1.836  1.542
H  -1.469  2.444  0.913
C  -2.016  4.562  5.265
C  -2.063  4.660  6.793
O  -2.524  5.579  7.393
S  -1.353  3.346  7.803
C  -0.646  2.209  6.621
C  -1.342  1.094  6.229
C  -0.756  0.277  5.284
C  0.431  0.663  4.631
C  1.087  1.825  5.001
C  0.561  2.596  6.011
C  0.882  -0.091  3.511
C  1.218  -0.654  2.501
H  -2.301  5.545  4.905
H  -2.752  3.832  4.958
H  -1.041  4.254  4.908
H  -2.267  0.878  6.735
H  -1.222  -0.657  4.911
H  2.025  2.119  4.484
H  1.052  3.513  6.292
O  0.846  2.666  1.318
C  1.067  1.645  0.789
N  1.214  0.615  0.172

Computed properties:
Max |F| ... 1.9 eV Å⁻¹
Total energy ... -173959.82599 eV
Spin multiplicity ... 4
HOMO (spin up / spin down) ... -8.5115 / -8.5229 eV

***

Density functional theory data (the ωB97M-V functional and the def2-TZVPD basis) for a molecular structure, C31H32Cl2N4OS3SiTa in a non-equilibrium geometry.

CARTESIAN COORDINATES (ANGSTROEM)
Ta  0.825  0.037  0.876
C  -0.084  3.839  -1.808
C  -0.116  2.822  -0.702
N  0.534  1.709  -0.829
N  1.189  1.579  -2.046
C  2.211  0.816  -2.013
S  2.869  0.079  -0.555
S  3.144  0.454  -3.434
C  2.153  1.241  -4.753
C  1.005  0.387  -5.219
C  -0.238  0.451  -4.591
C  -1.280  -0.363  -5.011
C  -1.094  -1.252  -6.063
C  0.139  -1.316  -6.697
C  1.181  -0.500  -6.277
C  -0.853  3.137  0.537
C  -1.917  4.043  0.531
C  -2.585  4.362  1.696
C  -2.176  3.805  2.906
C  -1.118  2.915  2.938
C  -0.494  2.576  1.756
O  0.465  1.601  1.749
H  0.947  4.021  -2.103
H  -0.537  4.775  -1.505
H  -0.597  3.450  -2.690
H  2.886  1.388  -5.544
H  1.827  2.208  -4.381
H  -0.389  1.156  -3.781
H  -2.243  -0.296  -4.519
H  -1.910  -1.881  -6.397
H  0.289  -1.997  -7.526
H  2.141  -0.551  -6.780
H  -2.246  4.469  -0.406
H  -3.422  5.047  1.669
H  -2.694  4.053  3.824
H  -0.782  2.458  3.862
Cl  0.471  -1.844  -0.756
C  -1.208  -1.995  -1.239
C  -1.522  -2.947  -2.184
C  -2.848  -3.066  -2.558
C  -3.806  -2.241  -1.988
C  -3.446  -1.297  -1.039
Cl  -4.674  -0.302  -0.341
C  -2.115  -1.148  -0.632
S  -1.667  0.022  0.592
H  -0.752  -3.574  -2.616
H  -3.135  -3.797  -3.302
H  -4.847  -2.325  -2.274
C  4.347  1.419  2.034
C  3.709  0.296  2.795
C  4.300  -0.232  3.922
C  3.672  -1.278  4.592
C  2.462  -1.780  4.162
C  1.889  -1.204  3.029
N  2.531  -0.210  2.375
N  0.692  -1.480  2.389
Si  -0.704  -2.221  3.231
C  -1.816  -3.070  2.007
C  -0.203  -3.544  4.449
C  -1.547  -0.858  4.171
H  5.021  1.973  2.685
H  3.599  2.098  1.629
H  4.927  1.030  1.197
H  5.238  0.175  4.273
H  4.137  -1.702  5.474
H  1.977  -2.592  4.678
H  -1.271  -3.427  1.129
H  -2.636  -2.434  1.671
H  -2.258  -3.945  2.493
H  0.578  -4.210  4.068
H  -1.091  -4.155  4.636
H  0.120  -3.137  5.411
H  -2.058  -0.163  3.499
H  -0.810  -0.298  4.756
H  -2.289  -1.261  4.868

Computed properties:
Max |F| ... 1.7 eV Å⁻¹
Total energy ... -107654.57951 eV
Spin multiplicity ... 1
Charge ... +1
HOMO ... -10.9436 eV

***

The lowest total energy belongs to which entry?
C31H32Cl2N4O5S3SeTc

***

The lowest total energy belongs to which entry?
C31H32Cl2N4O5S3SeTc

***

Look up the spin multiplicity of the first one.
3

***

What did the first record say?
Density functional theory data (the ωB97M-V functional and the def2-TZVPD basis) for a molecular structure, C31H32Cl2FN2O12Pr in a non-equilibrium geometry.

CARTESIAN COORDINATES (ANGSTROEM)
Pr  0.143  -0.348  0.270
O  -2.832  3.135  -2.138
C  -2.178  2.238  -1.365
O  -1.083  1.826  -1.604
C  -3.017  1.781  -0.195
O  -2.250  1.235  0.849
C  -1.601  2.256  1.645
C  -0.400  2.839  0.881
O  -0.486  4.011  0.491
O  0.545  1.992  0.699
H  -2.204  3.368  -2.833
H  -3.675  0.997  -0.566
H  -3.624  2.610  0.156
H  -1.248  1.749  2.536
H  -2.321  3.033  1.894
Cl  7.090  2.836  -1.019
C  5.668  1.904  -0.543
C  5.667  1.220  0.688
C  4.578  0.487  1.077
C  3.412  0.378  0.256
O  2.428  -0.341  0.622
C  3.440  1.101  -0.972
C  2.300  1.104  -1.855
O  1.255  0.496  -1.693
C  4.568  1.850  -1.349
H  6.540  1.287  1.327
H  4.552  -0.033  2.030
H  2.407  1.728  -2.755
H  4.554  2.384  -2.294
C  1.360  -3.265  1.843
C  0.302  -4.376  1.846
C  0.111  -4.999  0.456
C  -0.990  -3.954  2.550
C  -1.230  -4.564  3.782
C  -2.396  -4.344  4.497
C  -3.337  -3.482  3.964
C  -3.130  -2.798  2.761
C  -4.249  -1.788  2.436
C  -4.628  -1.518  0.981
C  -3.960  -0.455  3.146
C  -1.928  -3.018  2.031
N  -1.660  -2.313  0.836
C  -2.265  -2.742  -0.289
C  -2.989  -3.950  -0.472
C  -3.553  -4.301  -1.691
C  -3.448  -3.476  -2.808
C  -2.766  -2.266  -2.663
C  -2.234  -1.949  -1.448
F  -1.652  -0.704  -1.307
H  2.225  -3.545  1.236
H  1.690  -3.012  2.851
H  0.969  -2.362  1.423
H  0.703  -5.176  2.468
H  -0.066  -4.247  -0.304
H  -0.723  -5.709  0.450
H  1.024  -5.540  0.176
H  -0.486  -5.254  4.171
H  -2.571  -4.839  5.445
H  -4.260  -3.300  4.508
H  -5.140  -2.210  2.903
H  -3.874  -0.902  0.489
H  -5.582  -0.974  0.965
H  -4.748  -2.434  0.401
H  -2.981  -0.081  2.845
H  -3.966  -0.579  4.235
H  -4.718  0.299  2.884
H  -3.088  -4.611  0.383
H  -4.083  -5.246  -1.773
H  -3.867  -3.763  -3.765
H  -2.628  -1.574  -3.488
Cl  -0.545  0.301  6.085
C  -0.481  -1.044  4.872
C  0.357  -0.654  3.660
O  1.576  -0.647  3.800
O  -0.331  -0.386  2.593
H  -1.496  -1.268  4.589
H  -0.029  -1.898  5.359
O  2.299  -2.513  -2.624
N  1.144  -2.156  -2.337
O  0.316  -1.804  -3.191
O  0.793  -2.145  -1.067

Computed properties:
Max |F| ... 2.1 eV Å⁻¹
Total energy ... -102052.60665 eV
Spin multiplicity ... 3
Charge ... -2
HOMO (spin up / spin down) ... -2.0656 / -2.0696 eV